[1]
Here is a 9-piece molecular cluster, C35H69BN2O11 overall from OMol25. Energies are from the ωB97M-V functional and the def2-TZVPD basis.

Its HOMO-LUMO gap is 9.2752 eV. The SMILES is CB(O)[C@@H]1C(=O)NC[C@@H]1CCCCNC(C)=O.CC(C)=O.CC(C)=O.CC(C)=O.CC(C)=O.CC(C)=O.CC(C)=O.CC(C)=O.CC(C)=O. Its LUMO energy is 0.54 eV. The calculation puts the strongest force on any atom at 0.941 eV/A.

Last column: Löwdin charge in e.
CARTESIAN COORDINATES (ANGSTROEM)
C (4.048, -0.839, 1.225)  0.02
B (4.673, -0.134, -0.037)  -0.46
O (6.023, 0.093, -0.069)  0.11
C (3.891, 0.363, -1.356)  -0.08
C (4.035, 1.866, -1.234)  -0.44
O (4.968, 2.559, -1.535)  0.11
N (2.857, 2.379, -0.604)  0.07
C (1.750, 1.449, -0.860)  -0.14
C (2.369, 0.185, -1.517)  -0.23
C (1.716, -1.201, -1.297)  -0.14
C (0.389, -1.231, -0.540)  -0.21
C (0.503, -1.148, 0.984)  -0.19
C (-0.839, -0.831, 1.650)  -0.16
N (-0.881, 0.559, 2.146)  0.06
C (-1.885, 1.396, 1.688)  -0.54
C (-1.432, 2.721, 1.117)  0.00
O (-3.053, 1.076, 1.713)  0.07
H (3.617, -0.107, 1.920)  0.07
H (4.840, -1.356, 1.769)  0.07
H (3.259, -1.551, 0.998)  0.03
H (6.336, 0.723, 0.606)  0.07
H (4.421, -0.031, -2.226)  0.16
H (3.037, 2.579, 0.370)  0.12
H (1.161, 1.279, 0.041)  0.08
H (1.072, 1.915, -1.577)  0.11
H (2.201, 0.365, -2.583)  0.13
H (1.517, -1.610, -2.288)  0.11
H (2.413, -1.903, -0.836)  0.10
H (-0.274, -0.440, -0.903)  0.11
H (-0.108, -2.173, -0.771)  0.11
H (1.222, -0.366, 1.248)  0.08
H (0.927, -2.075, 1.376)  0.12
H (-1.655, -0.953, 0.936)  0.12
H (-1.023, -1.510, 2.482)  0.11
H (0.016, 1.017, 2.073)  0.09
H (-1.174, 2.556, 0.068)  0.08
H (-2.252, 3.432, 1.160)  0.08
H (-0.549, 3.124, 1.615)  0.08
C (8.771, -0.848, -1.442)  -0.02
C (9.361, -2.204, -1.149)  -0.51
C (10.350, -2.742, -2.160)  -0.03
O (9.071, -2.836, -0.159)  0.07
H (8.075, -0.557, -0.661)  0.06
H (9.576, -0.113, -1.513)  0.08
H (8.246, -0.866, -2.399)  0.09
H (11.195, -2.057, -2.258)  0.08
H (9.877, -2.826, -3.139)  0.08
H (10.708, -3.719, -1.843)  0.08
C (-5.482, -1.103, 2.359)  -0.02
C (-6.569, -1.521, 1.401)  -0.50
C (-7.898, -0.826, 1.562)  -0.03
O (-6.386, -2.362, 0.549)  0.06
H (-4.572, -1.662, 2.155)  0.08
H (-5.276, -0.038, 2.253)  0.07
H (-5.804, -1.287, 3.387)  0.08
H (-7.777, 0.250, 1.435)  0.05
H (-8.294, -1.003, 2.563)  0.07
H (-8.601, -1.210, 0.824)  0.08
C (-3.341, -0.464, -3.669)  -0.02
C (-2.372, -1.617, -3.700)  -0.48
C (-2.320, -2.442, -4.960)  -0.02
O (-1.663, -1.868, -2.750)  0.06
H (-3.247, 0.039, -2.708)  0.08
H (-3.111, 0.239, -4.473)  0.09
H (-4.364, -0.814, -3.809)  0.06
H (-2.058, -1.808, -5.810)  0.09
H (-3.302, -2.872, -5.160)  0.07
H (-1.577, -3.228, -4.847)  0.08
C (8.807, 3.265, 2.760)  -0.01
C (7.432, 2.928, 2.259)  -0.46
C (6.327, 3.914, 2.527)  -0.01
O (7.230, 1.895, 1.655)  0.07
H (9.498, 2.464, 2.512)  0.06
H (9.154, 4.198, 2.312)  0.09
H (8.795, 3.400, 3.844)  0.09
H (6.573, 4.877, 2.077)  0.09
H (6.215, 4.065, 3.602)  0.09
H (5.392, 3.549, 2.108)  0.07
C (-7.914, 4.704, 2.388)  -0.02
C (-8.172, 3.339, 1.797)  -0.49
C (-9.285, 3.240, 0.782)  -0.02
O (-7.520, 2.375, 2.122)  0.07
H (-7.095, 4.647, 3.101)  0.08
H (-7.663, 5.412, 1.597)  0.08
H (-8.812, 5.070, 2.889)  0.08
H (-9.080, 3.900, -0.063)  0.09
H (-10.228, 3.557, 1.230)  0.09
H (-9.377, 2.215, 0.431)  0.08
C (13.782, 0.537, 1.899)  -0.02
C (12.284, 0.707, 1.957)  -0.49
C (11.466, -0.160, 1.030)  -0.02
O (11.762, 1.497, 2.709)  0.06
H (14.257, 1.211, 2.608)  0.08
H (14.051, -0.494, 2.137)  0.09
H (14.144, 0.751, 0.892)  0.08
H (11.655, -1.215, 1.239)  0.09
H (11.752, 0.031, -0.006)  0.08
H (10.407, 0.050, 1.163)  0.08
C (-11.723, -2.689, 5.431)  -0.03
C (-11.093, -2.459, 4.077)  -0.51
C (-9.886, -3.304, 3.744)  -0.03
O (-11.533, -1.642, 3.304)  0.07
H (-12.577, -2.028, 5.557)  0.08
H (-12.046, -3.728, 5.522)  0.08
H (-10.993, -2.499, 6.220)  0.08
H (-10.152, -4.362, 3.774)  0.09
H (-9.096, -3.129, 4.477)  0.09
H (-9.528, -3.050, 2.750)  0.07
C (-7.204, -0.452, -6.372)  -0.02
C (-6.272, -1.636, -6.443)  -0.49
C (-6.298, -2.443, -7.718)  -0.02
O (-5.542, -1.925, -5.524)  0.06
H (-7.096, 0.046, -5.412)  0.08
H (-6.978, 0.250, -7.177)  0.09
H (-8.237, -0.780, -6.498)  0.09
H (-6.043, -1.807, -8.568)  0.09
H (-7.301, -2.838, -7.889)  0.09
H (-5.590, -3.265, -7.650)  0.08



[2]
Here is a 5-piece molecular cluster, C35H69FNO5 overall from OMol25. Energies are from the ωB97M-V functional and the def2-TZVPD basis.

Its HOMO-LUMO gap is 6.7237 eV. As for the charge: +1. Its LUMO energy is -4.04 eV. The calculation puts the strongest force on any atom at 0.374 eV/A.

Last column: Löwdin charge in e.
CARTESIAN COORDINATES (ANGSTROEM)
C (8.296, 0.051, 0.252)  -0.07
C (6.772, -0.072, 0.274)  -0.14
C (6.052, 0.621, 1.411)  -0.40
F (4.767, 0.056, 1.509)  0.03
C (6.651, 0.523, 2.816)  -0.01
N (5.901, 1.597, 3.505)  0.14
C (5.457, 2.481, 2.693)  0.07
C (5.827, 2.157, 1.286)  -0.17
C (4.887, 2.655, 0.191)  -0.13
C (3.423, 2.752, 0.618)  -0.20
C (2.479, 2.910, -0.575)  -0.18
C (1.022, 2.521, -0.267)  -0.19
C (-0.014, 3.663, -0.319)  -0.20
C (-0.692, 3.891, 1.031)  -0.21
C (-1.571, 2.697, 1.438)  -0.21
C (-1.465, 2.338, 2.918)  -0.22
C (-2.450, 1.254, 3.359)  -0.20
C (-2.386, -0.035, 2.532)  -0.20
C (-1.039, -0.773, 2.619)  -0.17
C (-0.609, -1.357, 1.286)  -0.23
O (0.616, -2.064, 1.430)  -0.18
C (1.605, -1.677, 0.509)  -0.12
H (8.712, -0.717, -0.398)  0.09
H (8.628, 1.016, -0.132)  0.08
H (8.745, -0.098, 1.235)  0.07
H (6.364, 0.321, -0.660)  0.11
H (6.471, -1.120, 0.320)  0.13
H (7.703, 0.811, 2.821)  0.14
H (6.533, -0.441, 3.303)  0.15
H (5.748, 1.623, 4.507)  0.19
H (4.881, 3.326, 3.050)  0.17
H (6.841, 2.584, 1.182)  0.18
H (4.962, 1.961, -0.649)  0.10
H (5.240, 3.619, -0.181)  0.13
H (3.292, 3.602, 1.299)  0.12
H (3.144, 1.844, 1.161)  0.11
H (2.515, 3.945, -0.928)  0.12
H (2.840, 2.279, -1.390)  0.09
H (0.982, 2.067, 0.730)  0.10
H (0.738, 1.728, -0.959)  0.10
H (-0.786, 3.410, -1.051)  0.11
H (0.451, 4.588, -0.670)  0.10
H (-1.278, 4.812, 1.009)  0.11
H (0.079, 4.041, 1.798)  0.11
H (-2.621, 2.915, 1.217)  0.12
H (-1.295, 1.834, 0.825)  0.09
H (-0.434, 2.039, 3.143)  0.10
H (-1.654, 3.246, 3.500)  0.11
H (-3.467, 1.649, 3.306)  0.09
H (-2.270, 1.006, 4.411)  0.12
H (-2.620, 0.189, 1.487)  0.10
H (-3.185, -0.698, 2.873)  0.11
H (-0.250, -0.109, 2.985)  0.10
H (-1.102, -1.593, 3.339)  0.12
H (-0.507, -0.564, 0.533)  0.11
H (-1.377, -2.044, 0.910)  0.12
H (1.830, -0.605, 0.574)  0.07
H (2.508, -2.240, 0.747)  0.08
H (1.313, -1.903, -0.525)  0.09
C (-5.023, -4.914, -1.126)  -0.16
C (-4.540, -5.268, 0.280)  -0.16
C (-3.263, -4.443, 0.377)  -0.21
O (-3.480, -3.274, -0.415)  -0.16
C (-4.656, -3.438, -1.210)  -0.20
H (-6.086, -5.091, -1.280)  0.11
H (-4.469, -5.487, -1.872)  0.11
H (-5.266, -4.935, 1.024)  0.11
H (-4.363, -6.332, 0.427)  0.11
H (-2.404, -4.992, -0.024)  0.12
H (-3.028, -4.135, 1.397)  0.11
H (-5.455, -2.808, -0.805)  0.12
H (-4.438, -3.105, -2.226)  0.10
C (3.774, -0.654, -4.131)  -0.16
C (2.638, 0.062, -4.862)  -0.15
C (1.604, 0.196, -3.756)  -0.18
O (2.344, 0.326, -2.529)  -0.18
C (3.711, 0.000, -2.756)  -0.22
H (4.746, -0.537, -4.609)  0.11
H (3.557, -1.721, -4.050)  0.12
H (2.968, 1.044, -5.205)  0.12
H (2.253, -0.493, -5.715)  0.12
H (0.974, -0.693, -3.700)  0.10
H (0.962, 1.071, -3.867)  0.12
H (4.316, 0.919, -2.732)  0.11
H (4.049, -0.660, -1.952)  0.11
C (-2.396, -3.380, -4.896)  -0.16
C (-1.475, -4.011, -3.854)  -0.16
C (-0.110, -3.519, -4.318)  -0.20
O (-0.330, -2.238, -4.914)  -0.17
C (-1.732, -2.027, -5.110)  -0.19
H (-3.430, -3.290, -4.565)  0.10
H (-2.381, -3.962, -5.819)  0.12
H (-1.703, -3.619, -2.860)  0.11
H (-1.536, -5.097, -3.816)  0.11
H (0.324, -4.192, -5.065)  0.12
H (0.605, -3.404, -3.500)  0.11
H (-2.090, -1.293, -4.379)  0.12
H (-1.885, -1.622, -6.110)  0.12
C (-8.062, 1.337, 2.862)  -0.17
C (-7.919, 2.855, 2.777)  -0.17
C (-6.660, 3.088, 3.602)  -0.20
O (-5.846, 1.927, 3.422)  -0.17
C (-6.607, 0.890, 2.798)  -0.21
H (-8.666, 0.909, 2.064)  0.11
H (-8.506, 1.051, 3.818)  0.11
H (-7.758, 3.163, 1.742)  0.11
H (-8.779, 3.397, 3.165)  0.11
H (-6.897, 3.198, 4.665)  0.12
H (-6.092, 3.963, 3.283)  0.12
H (-6.274, 0.773, 1.761)  0.12
H (-6.419, -0.045, 3.328)  0.12



> Number 1 is which compound?

C35H69BN2O11